C9H13FN3O2PS | ωB97M-V/def2-TZVPD

SMILES: CC(=O)OCCC[C@](F)(C#N)[C@@](S)(C#N)[PH2]=N
HOMO-LUMO gap: 8.92 eV

Geometry (Å):
C 3.75684 -0.05535 0.49978
C 2.76964 -0.45401 -0.61258
O 2.87231 0.06873 -1.68277
O 1.79758 -1.41596 -0.47669
C 1.32646 -1.55113 0.86707
C -0.17558 -1.99594 0.81671
C -1.20323 -0.89403 1.22572
C -1.86559 -0.11858 0.06349
F -2.96303 0.53403 0.60729
C -2.43475 -1.07308 -0.99241
N -2.60951 -1.88291 -1.78640
C -0.98818 0.95704 -0.69209
S 0.34461 1.74157 0.28442
C -0.39497 0.34201 -1.95462
N -0.01232 -0.05566 -2.95978
P -2.16157 2.33054 -1.33064
N -2.57858 3.40828 -0.25075
H 3.59970 1.02533 0.67921
H 3.63081 -0.59887 1.44853
H 4.78003 -0.16934 0.10822
H 1.88885 -2.34036 1.41221
H 1.42031 -0.63369 1.47072
H -0.26994 -2.80894 1.56458
H -0.36257 -2.45414 -0.16883
H -0.77216 -0.23639 2.00266
H -2.03704 -1.41881 1.73620
H -0.24586 2.08441 1.47588
H -3.28658 1.64148 -1.86779
H -1.42655 2.95196 -2.37366
H -2.16872 3.17426 0.64869


C20H28N4O2 | ωB97M-V/def2-TZVPD

SMILES: O=C(CCc1nnc(CCC2CCCCC2)o1)NCCc1ccccn1
HOMO-LUMO gap: 9.81 eV

Geometry (Å):
O 2.52737 -1.01924 1.32898
C 2.67151 -2.19153 1.05420
N 3.33219 -3.06479 1.85185
H 3.23587 -4.04840 1.65017
C 3.65071 -2.72964 3.21982
H 4.64168 -3.12321 3.46443
C 2.60007 -3.29163 4.19160
C 1.23759 -2.80391 3.78643
N 0.60785 -3.53666 2.87445
C -0.57584 -3.13198 2.44641
C -1.19957 -1.98074 2.89832
C -0.53440 -1.20712 3.83489
C 0.70481 -1.62406 4.29014
H 1.25514 -1.04532 5.01696
H -0.97237 -0.29014 4.20334
H -2.15811 -1.68845 2.50434
H -1.04201 -3.75898 1.69877
H 2.84077 -2.97111 5.20522
H 2.61483 -4.38194 4.14461
H 3.66840 -1.63895 3.27713
C 2.18473 -2.80813 -0.25028
H 2.98800 -3.38813 -0.70742
H 1.35294 -3.47426 -0.01245
C 1.70075 -1.72039 -1.21073
C 0.56645 -0.98390 -0.60199
N -0.53099 -1.48816 -0.14219
N -1.26634 -0.46055 0.33842
C -0.58228 0.61793 0.14444
O 0.59451 0.35593 -0.46476
C -0.97197 2.00833 0.47505
H -0.09914 2.64890 0.35224
H -1.28793 2.04049 1.51910
C -2.13267 2.47682 -0.41268
H -2.39160 3.50194 -0.13943
H -2.99362 1.83956 -0.20200
C -1.82811 2.40936 -1.91302
C -0.73707 3.39798 -2.32797
C -0.47068 3.32034 -3.82882
C -1.74583 3.59201 -4.61947
C -2.83405 2.60307 -4.21579
C -3.10088 2.68751 -2.71623
H -3.87342 1.96734 -2.43832
H -3.46972 3.68614 -2.46930
H -3.75306 2.81139 -4.76781
H -2.51451 1.58944 -4.46932
H -1.54559 3.51200 -5.69001
H -2.08806 4.60975 -4.41757
H -0.09726 2.32377 -4.07706
H 0.30053 4.04340 -4.10378
H 0.18909 3.18500 -1.79166
H -1.05376 4.41117 -2.06713
H -1.49047 1.39465 -2.15373
H 1.37523 -2.17635 -2.14830
H 2.50032 -1.00655 -1.41207


C2H5InO | ωB97M-V/def2-TZVPD

HOMO-LUMO gap: 6.88 eV
charge: +2

Geometry (Å):
In -1.70054 2.39202 2.08381
C 0.94721 -0.18132 0.09612
C -0.55399 -0.47850 -0.64862
O -1.05098 0.63405 -0.47413
H 1.47891 -1.13277 -0.03554
H 0.78272 0.08385 1.13855
H 1.44000 0.70353 -0.30316
H -1.06251 -1.31784 -0.13975
H -0.28081 -0.70302 -1.71728


C16H16Cl2N2O5 | ωB97M-V/def2-TZVPD

SMILES: O=C(O)c1ccc(-c2cccc(Cl)c2Cl)o1.CNC(=O)CNC(C)=O
HOMO-LUMO gap: 8.57 eV

Geometry (Å):
O -4.92632 -4.01660 -1.16082
O 2.75134 1.45272 1.77740
O -1.26434 3.45703 2.48215
Cl 3.97938 -0.31039 -2.95963
Cl 2.09567 -2.76444 -2.61816
O -4.67381 -2.04154 -0.07954
O -2.12632 -1.77834 -1.41652
C -4.24607 -3.03549 -0.89814
C 1.97578 0.54353 1.51479
C -0.20225 2.85353 2.35853
C -2.25141 -3.85868 -2.25068
C -0.99699 -3.27005 -2.65296
C -2.90806 -2.90734 -1.51119
C -0.97071 -2.00344 -2.12318
C 0.44750 1.47391 -2.28349
C 1.79857 1.24304 -2.53124
C -0.42476 0.39420 -2.15026
C 2.27778 -0.06291 -2.65038
C 1.40594 -1.15683 -2.51781
C 0.03130 -0.93273 -2.26922
N 0.72817 2.82086 3.31982
N 0.69146 0.74754 1.23026
C 2.44988 -0.89049 1.52578
C 0.62775 3.49264 4.61514
C 0.05854 2.06646 1.06720
H -5.56321 -2.30418 0.20110
H -2.62834 -4.84955 -2.49350
H -0.25024 -3.72907 -3.29214
H 0.07520 2.49104 -2.19374
H 2.48687 2.07760 -2.63001
H -1.47707 0.59831 -1.96494
H 1.59202 2.33716 3.09627
H 0.12368 -0.06358 1.04374
H 3.48845 -0.91731 1.85373
H 1.83737 -1.47182 2.21194
H 2.37493 -1.30300 0.52113
H -0.41272 3.74326 4.83355
H 1.00559 2.83854 5.40188
H 1.21364 4.41293 4.59978
H 0.70132 2.68275 0.43834
H -0.89552 1.94072 0.55504


no.,HOMO level (eV),F_max (eV Å⁻¹)
1,-9.1,2.265
2,-8.9,1.444
3,-20.8,5.035
4,-9.0,1.427